Computed, not measured: a molecular structure, C32H41N8O5S2Tm, with wB97M-V/def2-TZVPD.

## Properties
energy above the lowest of the compared OMol25 structures with the same formula, charge and spin = 0.0000 eV
gap between HOMO and LUMO (alpha / beta) = 0.2586 / 0.2585 Ha
highest occupied orbital energy (alpha / beta) = -12.099 / -12.097 eV

Geometry as ORCA input:
```
! wB97M-V def2-TZVPD RIJCOSX def2/J DEFGRID3
* xyz 2 3
Tm -1.124 0.442 0.544
C 1.345 -4.566 4.563
C 0.676 -3.304 4.089
C 1.085 -2.048 4.553
C 0.497 -0.891 4.094
C -0.556 -0.908 3.167
N -1.125 0.293 2.687
C -1.464 1.276 3.637
C -1.823 0.941 4.949
C -2.136 1.896 5.894
C -2.150 3.255 5.581
C -2.533 4.297 6.599
C -1.860 3.596 4.274
C -1.516 2.637 3.325
N -1.278 3.132 1.989
C -0.731 4.316 1.673
C -0.985 4.574 0.340
C -1.706 3.468 -0.096
N -1.884 2.586 0.899
C -0.976 -2.166 2.728
C -0.350 -3.335 3.166
N -2.110 -2.337 1.862
C -3.038 -3.305 1.952
C -3.937 -3.141 0.919
C -3.477 -2.026 0.232
N -2.364 -1.540 0.798
H 1.547 -4.519 5.633
H 2.301 -4.715 4.058
H 0.726 -5.441 4.372
H 1.887 -1.986 5.279
H 0.841 0.070 4.455
H -1.849 -0.105 5.224
H -2.398 1.580 6.897
H -2.296 3.960 7.607
H -3.605 4.499 6.563
H -2.012 5.237 6.424
H -1.933 4.634 3.971
H -0.212 4.904 2.411
H -0.696 5.445 -0.222
H -2.149 3.278 -1.061
H -0.681 -4.289 2.770
H -3.017 -4.024 2.752
H -4.805 -3.739 0.709
H -3.911 -1.538 -0.627
C 4.755 0.694 -0.440
C 3.586 -0.040 0.208
S 2.084 0.169 -0.781
O 1.001 0.516 0.272
C 1.738 -1.548 -1.241
C 1.142 -2.334 -0.087
H 5.628 0.627 0.206
H 4.526 1.749 -0.591
H 5.016 0.257 -1.404
H 3.321 0.367 1.184
H 3.782 -1.107 0.312
H 2.693 -1.948 -1.585
H 1.078 -1.494 -2.104
H 1.811 -2.402 0.770
H 0.898 -3.343 -0.421
H 0.217 -1.871 0.261
C 3.460 -2.101 -6.094
C 2.970 -0.665 -6.251
S 1.611 -0.366 -5.144
O 2.129 -0.082 -3.818
O 0.630 -1.413 -5.286
C 0.883 1.161 -5.730
C -0.603 1.270 -5.389
N -0.977 0.670 -4.097
C -0.648 1.152 -2.883
N -1.097 0.347 -1.914
C -1.731 -0.699 -2.550
C -1.661 -0.506 -3.881
N -2.203 -1.395 -4.887
O -2.605 -2.455 -4.465
O -2.346 -0.970 -6.011
C 0.179 2.375 -2.709
H 4.241 -2.288 -6.828
H 2.650 -2.809 -6.262
H 3.877 -2.270 -5.102
H 2.603 -0.466 -7.258
H 3.731 0.069 -5.984
H 0.990 1.192 -6.814
H 1.484 1.959 -5.295
H -1.198 0.771 -6.143
H -0.888 2.321 -5.369
H -2.171 -1.534 -2.037
H -0.238 3.224 -3.254
H 1.189 2.184 -3.078
H 0.249 2.638 -1.657
*
```

Mulliken population analysis, charges in e, atoms 1 to 2:
1 Tm 0.933
2 C -1.562



Computed, not measured: a molecular structure, C32H42F5N5O7SSi3TeTi, with wB97M-V/def2-TZVPD.

## Properties
energy above the lowest of the compared OMol25 structures with the same formula, charge and spin = 0.3985 eV
gap between HOMO and LUMO (alpha / beta) = 0.1487 / 0.2427 Ha
highest occupied orbital energy (alpha / beta) = -0.439 / -2.999 eV

Geometry as ORCA input:
```
! wB97M-V def2-TZVPD RIJCOSX def2/J DEFGRID3
* xyz -2 3
Ti -0.563 -0.751 1.563
F 0.178 6.439 2.744
C 0.237 5.106 2.932
C -0.404 4.241 2.066
F -1.096 4.734 1.025
C -0.331 2.879 2.280
F -0.990 2.082 1.425
C 0.369 2.297 3.339
S 0.446 0.587 3.612
C 0.998 3.211 4.190
F 1.691 2.771 5.251
C 0.938 4.578 3.999
F 1.562 5.412 4.852
O 3.226 0.321 0.630
C 2.342 -0.448 0.973
O 1.083 -0.235 0.648
C 2.671 -1.738 1.658
C 4.021 -2.072 1.728
C 4.396 -3.281 2.268
C 3.456 -4.209 2.716
C 2.096 -3.913 2.644
C 1.681 -2.604 2.188
O 0.446 -2.235 2.300
N 1.198 -4.904 3.043
O 1.675 -5.966 3.566
O -0.050 -4.834 2.719
N 5.806 -3.609 2.344
O 6.129 -4.687 2.825
O 6.623 -2.816 1.891
H 4.756 -1.371 1.363
H 3.752 -5.165 3.113
C -1.511 -1.996 5.067
C -2.548 -1.253 4.283
C -3.770 -0.869 4.819
C -4.660 -0.168 4.009
C -4.351 0.127 2.698
C -3.109 -0.313 2.197
N -2.257 -0.966 3.016
N -2.582 -0.173 0.953
Si -3.526 -0.127 -0.477
C -4.694 -1.601 -0.525
C -2.432 -0.165 -1.986
C -4.593 1.423 -0.627
H -1.976 -2.606 5.841
H -0.833 -1.281 5.538
H -0.923 -2.631 4.404
H -4.015 -1.117 5.842
H -5.614 0.152 4.415
H -5.031 0.683 2.068
H -4.123 -2.531 -0.474
H -5.284 -1.608 -1.446
H -5.385 -1.585 0.322
H -1.993 -1.150 -2.142
H -1.615 0.555 -1.876
H -3.013 0.106 -2.872
H -5.429 1.427 0.076
H -5.008 1.496 -1.637
H -3.995 2.320 -0.444
C -0.202 -4.909 -0.252
C -0.502 -3.492 -0.220
N -0.742 -2.376 -0.102
H 0.750 -5.082 -0.752
H -0.998 -5.454 -0.758
H -0.135 -5.204 0.817
C 3.682 -1.679 -1.885
Si 3.015 -0.342 -3.000
C 2.883 -1.044 -4.749
C 4.204 1.102 -3.038
C 1.274 0.183 -2.521
Te 1.027 2.006 -1.424
C 0.958 3.258 -3.197
Si -0.712 3.416 -4.004
C -2.043 3.785 -2.745
C -0.665 4.838 -5.244
C -1.136 1.860 -4.960
H 4.505 -2.215 -2.365
H 2.906 -2.407 -1.629
H 4.045 -1.249 -0.951
H 3.854 -1.389 -5.114
H 2.506 -0.290 -5.446
H 2.194 -1.894 -4.774
H 5.200 0.767 -3.342
H 4.275 1.538 -2.040
H 3.883 1.883 -3.732
H 0.804 -0.582 -1.898
H 0.657 0.292 -3.415
H 1.704 2.873 -3.898
H 1.320 4.236 -2.867
H -1.843 4.725 -2.224
H -2.086 2.994 -1.994
H -3.024 3.862 -3.221
H -0.429 5.781 -4.742
H -1.627 4.958 -5.749
H 0.098 4.666 -6.009
H -1.246 1.003 -4.294
H -0.352 1.629 -5.687
H -2.076 1.982 -5.506
*
```

Mulliken population analysis, charges in e, atoms 1 to 2:
1 Ti 0.425
2 F -0.342



Computed, not measured: 5 unconnected molecules or ions with the total composition C32H42FN6O2 in a non-equilibrium geometry, with wB97M-V/def2-TZVPD.

## Properties
gap between HOMO and LUMO (alpha / beta) = 0.3416 / 0.3438 Ha
highest occupied orbital energy (alpha / beta) = -8.581 / -9.149 eV

Geometry as ORCA input:
```
! wB97M-V def2-TZVPD RIJCOSX def2/J DEFGRID3
* xyz 0 2
C 2.985 1.840 4.265
C 3.603 1.238 3.003
O 4.599 0.663 3.118
N 2.941 1.346 1.743
C 1.482 1.302 1.827
C 3.451 2.394 0.881
F 4.811 2.115 0.735
C 2.888 2.274 -0.546
C 2.393 3.604 -1.146
C 1.477 3.243 -2.352
C 3.574 4.389 -1.733
N 1.564 4.365 -0.202
O 0.376 3.905 -0.056
C 2.250 4.753 1.041
C 1.288 4.867 2.243
C 2.795 6.208 0.837
C 3.431 3.831 1.452
H 2.079 2.401 4.071
H 2.680 1.001 4.883
H 3.738 2.423 4.776
H 0.967 2.239 1.617
H 1.105 0.925 2.771
H 1.133 0.600 1.072
H 3.690 1.937 -1.187
H 2.108 1.524 -0.614
H 0.783 4.047 -2.543
H 0.953 2.317 -2.188
H 2.121 3.140 -3.218
H 3.217 5.345 -2.099
H 4.361 4.533 -0.996
H 4.011 3.821 -2.539
H 0.323 5.267 1.964
H 1.232 3.959 2.826
H 1.744 5.606 2.895
H 3.838 6.307 1.120
H 2.695 6.484 -0.205
H 2.205 6.931 1.384
H 4.348 4.282 1.097
H 3.499 3.868 2.531
N 1.060 -1.350 4.704
C 0.353 -2.132 5.519
C 0.074 -3.465 5.256
C 0.553 -4.017 4.079
C 1.291 -3.221 3.220
C 1.514 -1.903 3.580
H -0.006 -1.658 6.426
H -0.506 -4.053 5.954
H 0.352 -5.053 3.834
H 1.683 -3.611 2.291
H 2.089 -1.245 2.936
N -2.525 -3.087 0.799
C -1.219 -2.846 0.912
C -0.314 -3.009 -0.127
C -0.792 -3.450 -1.352
C -2.146 -3.703 -1.490
C -2.964 -3.507 -0.388
H -0.890 -2.504 1.886
H 0.736 -2.794 0.020
H -0.119 -3.589 -2.189
H -2.558 -4.046 -2.424
H -4.031 -3.692 -0.451
N -2.782 -0.865 -3.166
C -2.441 -0.449 -1.946
C -2.787 0.791 -1.431
C -3.526 1.650 -2.227
C -3.889 1.237 -3.498
C -3.494 -0.025 -3.916
H -1.861 -1.149 -1.361
H -2.484 1.075 -0.432
H -3.815 2.628 -1.862
H -4.466 1.877 -4.152
H -3.759 -0.391 -4.903
N -4.049 -5.792 -3.081
C -3.746 -6.890 -3.772
C -4.539 -7.406 -4.785
C -5.716 -6.746 -5.097
C -6.050 -5.603 -4.389
C -5.184 -5.170 -3.397
H -2.817 -7.376 -3.492
H -4.241 -8.300 -5.315
H -6.364 -7.116 -5.881
H -6.959 -5.058 -4.601
H -5.403 -4.277 -2.820
*
```

Mulliken population analysis, charges in e, atoms 1 to 2:
1 C -1.069
2 C 0.555